An isolated molecule of C4H4O, computed with the ωB97M-V functional and the def2-TZVPD basis.

Results
SMILES: CC#CC=O
Energy above the lowest of the compared OMol25 structures with the same formula, charge and spin, kcal/mol: 47.90
LUMO level, eV: 0.426
E, eV: -6257.3023

Each line ends with the natural charge from an NBO analysis.
Element x y z (Å)
O -0.929 -1.671 -1.258  -0.50
H -0.025 -0.416 1.650  0.26
C 0.427 0.641 0.021  0.15
H 1.626 0.227 1.723  0.25
C 0.081 0.387 -1.112  -0.20
H 0.227 1.302 2.051  0.24
C 0.596 0.468 1.453  -0.70
C -0.754 -0.598 -1.791  0.37
H -1.250 -0.342 -2.737  0.14

=====

A structure of composition C14H9ClFeNO5 in a non-equilibrium geometry, computed with the ωB97M-V functional and the def2-TZVPD basis.

Results
Spin multiplicity: 5
Net charge: -1
LUMO level (spin up / spin down), eV: 2.685 / 2.636
E, eV: -73304.1984

Each line ends with the Löwdin spin population.
Element x y z (Å)
H 1.031 0.728 -2.579  0.00
C -0.301 -0.337 2.059  0.00
C -0.155 -4.057 1.083  0.00
C -0.427 4.228 -1.015  0.00
N -0.696 -1.575 0.041  0.04
H 0.578 -5.173 2.438  0.00
C 1.049 3.819 0.826  0.00
H -0.832 -4.797 -0.840  0.00
C 0.119 4.638 0.192  0.03
Cl 2.586 1.655 1.085  0.01
C -0.657 -3.935 -0.213  0.00
C 0.876 2.147 -0.969  0.01
O -0.752 0.618 1.365  0.04
H -0.482 2.744 -2.550  0.00
H -0.181 5.571 0.647  0.00
O 0.181 -5.285 1.565  0.00
O 0.087 -0.315 3.219  0.01
O -1.761 -3.286 -2.833  0.01
H 1.993 0.316 -1.087  0.00
H 1.485 4.124 1.766  0.00
Fe -1.015 0.470 -0.857  3.69
C -1.500 -2.353 -2.085  0.00
C -0.018 -2.914 1.869  0.00
H -1.147 4.863 -1.512  0.00
C -0.311 -1.685 1.306  0.00
C -0.076 3.022 -1.581  0.03
C 1.182 0.887 -1.516  0.04
C -0.907 -2.660 -0.694  0.00
O -1.675 -1.116 -2.292  0.05
H 0.308 -2.965 2.899  0.00
C 1.417 2.623 0.263  0.03

=====

A structure of composition C22H34N3O in a non-equilibrium geometry, computed with the ωB97M-V functional and the def2-TZVPD basis.

Results
Energy above the lowest of the compared OMol25 structures with the same formula, charge and spin, kcal/mol: 523.86
Net charge: +1
LUMO level, eV: -2.586
E, eV: -29856.6012

Each line ends with the natural charge from an NBO analysis.
Element x y z (Å)
H -3.132 -3.812 -6.255  0.22
H 6.109 0.964 2.889  0.20
C 0.062 0.742 0.973  0.66
H 2.662 1.203 2.917  0.47
C 4.157 0.704 4.261  -0.28
C 3.582 1.331 5.112  0.06
O 0.318 -0.429 1.538  -0.68
H -4.788 -2.124 -5.121  0.23
H -4.543 -0.305 -4.590  0.20
N 1.468 1.294 3.039  -0.65
H 3.527 4.027 3.684  0.20
C -3.146 -1.055 -5.810  -0.42
C 1.098 1.654 4.249  -0.23
C -2.072 1.144 -1.952  -0.22
N -0.572 1.058 -0.131  -0.54
C 5.324 2.992 3.551  -0.40
H 6.291 3.503 3.354  0.22
H -1.308 -3.717 -3.913  0.21
H 2.050 -0.421 5.260  0.23
H -2.168 -2.914 -1.496  0.22
C 2.113 0.862 5.334  -0.44
H 1.284 0.201 2.794  0.50
H -0.617 2.079 -0.211  0.41
C -3.533 -3.276 -3.558  -0.24
H 4.567 4.571 4.767  0.22
H -0.107 2.355 2.331  0.23
C 0.740 2.034 1.940  -0.30
H 6.249 1.541 4.719  0.14
H -0.850 -1.610 0.185  0.28
H -1.155 -1.747 -5.035  0.20
C -4.022 -1.369 -4.950  -0.21
H -3.710 -3.675 -2.516  0.20
H -2.623 -5.139 -4.316  0.21
H 4.511 2.658 6.237  0.20
C -2.403 -3.386 -5.724  -0.40
H -2.601 -0.109 -5.664  0.20
C -2.736 0.234 -2.713  -0.17
H 2.873 3.253 5.953  0.19
C -2.237 -1.705 -1.597  -0.27
H -1.878 2.141 -2.054  0.21
H -1.266 -2.024 -6.592  0.19
H 3.998 -0.227 3.836  0.23
H 1.576 2.418 1.220  0.27
H -4.358 -3.760 -4.025  0.20
H 1.642 1.030 6.353  0.25
H -3.365 -1.255 -6.704  0.22
C 3.957 2.844 5.545  -0.36
C 4.222 3.746 4.472  -0.42
C -1.242 -1.135 -0.847  -0.21
H 0.006 0.913 4.666  0.24
H -1.491 -4.328 -6.047  0.18
C -1.789 -2.178 -5.843  -0.36
C -2.274 -3.959 -4.270  -0.39
H 5.035 2.916 2.528  0.18
C -1.335 0.338 -0.905  0.09
H -3.089 0.719 -3.680  0.21
N -3.489 -1.819 -3.641  -0.44
C -2.881 -1.227 -2.510  0.17
C 5.660 1.336 4.100  -0.31
H 1.025 2.708 4.523  0.24

=====

An isolated molecule of C3H7N3 in a non-equilibrium geometry, computed with the ωB97M-V functional and the def2-TZVPD basis.

Results
SMILES: [H]/N=C(/N)NC=C
Energy above the lowest of the compared OMol25 structures with the same formula, charge and spin, kcal/mol: 14.48
LUMO level, eV: 0.843
E, eV: -7694.0516

Each line ends with the natural charge from an NBO analysis.
Element x y z (Å)
H -1.947 0.937 -0.062  0.20
C -0.791 -0.562 0.908  0.00
H -2.851 -0.189 1.089  0.22
C 1.141 0.089 -0.491  0.58
H 1.208 -0.556 1.410  0.40
N 0.567 -0.264 0.682  -0.63
C -1.909 0.126 0.653  -0.46
N 0.324 0.057 -1.574  -0.83
H 2.822 0.529 0.267  0.32
H 0.635 0.698 -2.296  0.40
H -0.677 -0.035 -1.589  0.40
N 2.338 0.543 -0.631  -0.77
H -0.861 -1.372 1.633  0.19

=====

A structure of composition C39H37N3O3TeV in a non-equilibrium geometry, computed with the ωB97M-V functional and the def2-TZVPD basis.

Results
Spin multiplicity: 2
LUMO level (spin up / spin down), eV: -1.368 / -1.050
E, eV: -84637.4755

Each line ends with the Löwdin spin population.
Element x y z (Å)
C 3.795 2.045 -1.132  0.00
N 0.803 -0.208 0.993  -0.14
H -2.922 0.985 6.885  0.00
C 0.674 -0.768 4.627  0.01
H -0.576 4.635 -0.511  0.00
H 3.255 -1.726 -1.774  0.00
C -0.722 -0.427 4.712  0.00
C 3.420 -0.670 -1.610  0.00
C -1.724 -2.289 -0.545  0.00
H 0.076 2.493 -1.465  0.00
C -1.321 4.328 0.229  0.00
H 7.045 -4.802 0.832  0.00
C 3.712 -3.367 2.140  0.00
C -1.630 -0.804 3.691  0.01
C -4.588 4.126 -1.665  0.00
C 4.424 0.017 -2.273  0.00
C -0.303 0.667 -2.540  0.00
C 0.230 -2.072 -5.132  0.00
H 2.766 -4.947 1.057  0.00
H 0.910 2.364 -3.024  0.00
C 0.044 -0.011 -3.704  0.00
C -2.993 -0.557 3.868  0.00
C -0.017 2.146 -2.491  0.00
H -0.845 3.632 0.912  0.00
H 5.062 -0.505 -2.974  0.00
C -1.119 -1.426 -1.623  0.00
H 1.329 -0.613 5.481  0.00
H -2.377 -1.725 0.117  0.00
C -2.559 0.472 6.005  0.00
C 6.109 -3.261 1.997  0.00
C -4.129 0.379 -1.432  0.00
C -2.520 3.708 -0.459  0.00
C 2.611 0.000 -0.696  0.00
H 3.940 3.102 -0.949  0.00
C 2.795 1.358 -0.460  0.00
Te -1.293 0.919 0.379  -0.01
H -0.344 -1.684 -5.975  0.00
C -0.745 -2.061 -2.805  0.00
H 4.894 -1.857 3.086  0.00
C 6.108 -4.395 1.193  0.00
H -5.881 5.837 -1.495  0.00
C -2.691 2.320 -0.597  0.00
H 7.043 -2.780 2.254  0.00
H -1.619 5.218 0.785  0.00
H -3.668 -0.879 3.086  0.00
H -3.904 -0.156 -0.508  0.00
N 1.146 -1.323 3.574  -0.01
H -5.181 0.226 -1.676  0.00
C -1.219 0.214 5.857  0.00
N 2.441 -1.793 3.442  0.04
H 2.159 1.858 0.262  0.00
H 0.055 -3.146 -5.063  0.00
C -4.753 2.755 -1.794  0.00
C 4.909 -5.007 0.854  0.00
H 4.909 -5.881 0.215  0.00
V 0.380 -1.750 1.915  1.12
O -1.240 -1.411 2.576  0.02
H -5.165 5.628 -3.092  0.00
H -5.631 2.374 -2.308  0.00
H 1.287 -1.908 -5.352  0.00
C 2.425 -2.818 2.604  0.00
O 1.583 -2.024 -0.015  -0.01
H -0.828 2.707 -2.962  0.00
H 0.506 0.549 -4.513  0.00
H 5.409 1.906 -2.537  0.00
H -4.514 0.237 5.130  0.00
O 1.293 -3.370 2.234  0.00
C 4.613 1.374 -2.031  0.00
C 4.914 -2.743 2.466  0.00
H -6.485 4.575 -2.580  0.00
C 3.711 -4.492 1.322  0.00
H -0.927 -2.745 0.061  0.00
C -0.905 -0.047 -1.485  0.00
H -0.900 -3.133 -2.891  0.00
C -0.164 -1.374 -3.856  0.00
H -2.286 -3.113 -0.985  0.00
H -3.527 -0.060 -2.231  0.00
C -3.468 4.581 -0.987  0.00
C -3.832 1.849 -1.271  0.00
C -3.452 0.068 5.006  0.00
C -5.590 5.095 -2.239  0.00
C 1.620 -0.770 0.088  -0.01
H -3.324 5.651 -0.862  0.00
H -0.521 0.500 6.636  0.00

=====

What is the formula in the third record? C22H34N3O